1.
ORCA calculation (wB97M-V/def2-TZVPD) on the molecule C21H25N3O5.

Values from the calculation:
* E: -1355.734019 a.u.
* LUMO energy: -0.07 eV
* structure (SMILES): Cc1cc(C(=O)NC[C@@H]2[C@@H](C)CCCN2C(=O)c2ccc(=O)oc2)ncc1CO
* HOMO energy: -9.3160 eV
* ΔE to the lowest compared entry with this formula, charge and spin: 173.6 kJ/mol
* frontier orbital gap: 9.250 eV

Structure (ORCA input):
```
! wB97M-V def2-TZVPD RIJCOSX def2/J DEFGRID3
* xyz 0 1
C 2.32 -2.52 2.70
C 1.41 -1.39 3.09
C 0.64 -0.73 2.15
C -0.19 0.32 2.55
C -0.94 1.12 1.51
O -0.65 2.28 1.25
N -1.89 0.42 0.85
C -2.66 0.97 -0.24
C -1.84 1.53 -1.41
C -2.66 1.68 -2.69
C -3.96 2.43 -2.46
C -1.81 2.41 -3.73
C -0.44 1.77 -3.93
C 0.27 1.57 -2.59
N -0.59 0.80 -1.69
C -0.56 -0.56 -1.67
O -1.54 -1.26 -1.49
C 0.80 -1.20 -1.79
C 2.00 -0.66 -1.22
C 3.15 -1.35 -1.29
C 3.22 -2.65 -1.93
O 4.18 -3.34 -2.08
O 2.00 -3.11 -2.45
C 0.87 -2.41 -2.35
N -0.29 0.72 3.80
C 0.43 0.08 4.71
C 1.30 -0.97 4.42
C 2.10 -1.64 5.49
O 1.78 -1.08 6.75
H 2.03 -3.45 3.19
H 2.29 -2.68 1.62
H 3.35 -2.31 2.98
H 0.67 -1.03 1.11
H -2.00 -0.56 1.06
H -3.33 0.19 -0.59
H -3.27 1.80 0.13
H -1.50 2.52 -1.10
H -2.88 0.67 -3.06
H -3.77 3.40 -1.99
H -4.47 2.62 -3.41
H -4.65 1.88 -1.82
H -2.34 2.46 -4.68
H -1.67 3.45 -3.40
H -0.55 0.79 -4.41
H 0.18 2.38 -4.59
H 1.22 1.06 -2.74
H 0.48 2.53 -2.12
H 1.97 0.30 -0.72
H 4.08 -0.99 -0.86
H 0.02 -2.93 -2.77
H 0.33 0.41 5.73
H 1.89 -2.72 5.48
H 3.17 -1.52 5.27
H 2.31 -1.51 7.42
*
```



2.
ORCA calculation (wB97M-V/def2-TZVPD) on the molecule C21H25N3O6S at a distorted geometry.

Values from the calculation:
* E: -1829.137063 a.u.
* LUMO energy: 0.44 eV
* structure (SMILES): COc1cc(OC)c(S(=O)(=O)Nc2ccc(C(=O)N3CCCC3)cc2)cc1NC(C)=O
* HOMO energy: -8.0307 eV
* ΔE to the lowest compared entry with this formula, charge and spin: 95.9 kJ/mol
* frontier orbital gap: 8.475 eV

Structure (ORCA input):
```
! wB97M-V def2-TZVPD RIJCOSX def2/J DEFGRID3
* xyz 0 1
C -0.49 1.42 -5.57
O 0.81 1.70 -5.12
C 1.24 1.15 -3.94
C 0.45 0.37 -3.12
C 0.96 -0.16 -1.94
O 0.26 -0.91 -1.06
C -1.09 -1.20 -1.33
C 2.29 0.12 -1.61
S 3.01 -0.59 -0.13
O 4.36 -0.13 -0.04
O 2.77 -2.00 -0.07
N 2.21 0.17 1.14
C 0.92 -0.13 1.55
C -0.02 0.87 1.77
C -1.30 0.56 2.18
C -1.67 -0.76 2.38
C -3.09 -1.10 2.72
O -3.99 -0.99 1.92
N -3.28 -1.56 3.97
C -2.29 -1.59 5.04
C -3.05 -2.14 6.24
C -4.49 -1.70 5.97
C -4.61 -1.88 4.47
C -0.73 -1.77 2.18
C 0.56 -1.46 1.77
C 3.08 0.91 -2.41
C 2.57 1.45 -3.58
N 3.30 2.25 -4.46
C 4.52 2.83 -4.26
C 4.97 3.64 -5.46
O 5.17 2.72 -3.24
H -0.59 1.93 -6.53
H -1.25 1.80 -4.88
H -0.64 0.34 -5.72
H -0.57 0.16 -3.40
H -1.20 -1.79 -2.25
H -1.69 -0.29 -1.40
H -1.44 -1.79 -0.48
H 2.44 1.15 1.14
H 0.27 1.91 1.62
H -2.03 1.34 2.33
H -1.93 -0.57 5.23
H -1.43 -2.20 4.77
H -2.99 -3.23 6.25
H -2.66 -1.77 7.18
H -4.62 -0.65 6.24
H -5.22 -2.30 6.52
H -4.86 -2.92 4.21
H -5.34 -1.23 3.99
H -1.01 -2.80 2.32
H 1.28 -2.24 1.58
H 4.09 1.10 -2.11
H 2.81 2.46 -5.32
H 4.26 4.43 -5.67
H 5.95 4.07 -5.25
H 5.05 2.99 -6.33
*
```



3.
ORCA calculation (wB97M-V/def2-TZVPD) on C21H25N5NiO11 as an isolated structure at a distorted geometry.

Values from the calculation:
* E: -3425.012982 a.u.
* LUMO energy (spin up / spin down): -0.20 / -0.20 eV
* HOMO energy (spin up / spin down): -9.2869 / -9.3477 eV
* ΔE to the lowest compared entry with this formula, charge and spin: 123.1 kJ/mol
* frontier orbital gap (spin up / spin down): 9.088 / 9.145 eV

Structure (ORCA input):
```
! wB97M-V def2-TZVPD RIJCOSX def2/J DEFGRID3
* xyz 0 3
Ni 0.44 0.19 -0.71
C 1.66 -4.34 -0.92
N 1.43 -3.80 0.42
C 2.20 -4.41 1.50
C 0.80 -2.62 0.56
O 0.30 -2.02 -0.39
C 0.74 -2.02 1.96
O 0.07 -0.78 1.98
C -1.32 -0.78 2.18
C -2.12 -0.47 0.91
O -1.57 -0.15 -0.14
N -3.46 -0.57 1.00
C -4.29 -0.30 -0.17
C -4.18 -0.89 2.22
H 1.45 -5.41 -0.90
H 2.68 -4.16 -1.23
H 0.99 -3.86 -1.62
H 2.32 -5.46 1.28
H 1.68 -4.33 2.46
H 3.19 -3.95 1.59
H 1.76 -1.84 2.30
H 0.27 -2.73 2.65
H -1.52 0.02 2.90
H -1.65 -1.72 2.62
H -3.65 -0.17 -1.04
H -4.86 0.61 -0.02
H -4.97 -1.13 -0.33
H -3.54 -0.89 3.09
H -4.66 -1.87 2.14
H -4.96 -0.15 2.38
C 3.09 1.08 2.01
C 1.94 1.93 1.59
N 1.11 1.68 0.60
C 0.26 2.75 0.49
C 0.56 3.67 1.45
N 1.63 3.13 2.13
C 0.01 4.98 1.88
O -1.03 5.43 1.22
O 0.51 5.55 2.82
C -0.68 2.76 -0.67
O -1.55 3.65 -0.75
O -0.48 1.83 -1.51
H 2.94 0.07 1.64
H 3.20 1.08 3.10
H 4.01 1.45 1.56
H 2.09 3.61 2.89
H -1.30 4.82 0.45
O 3.66 -1.90 -1.83
C 2.76 -1.07 -1.85
O 2.35 -0.36 -0.85
C 2.05 -0.78 -3.17
C 0.72 -0.40 -3.20
C 0.09 -0.02 -4.37
C 0.83 -0.06 -5.53
C 2.16 -0.47 -5.55
C 2.76 -0.84 -4.36
N 0.18 0.34 -6.79
O 0.86 0.38 -7.80
O -1.00 0.62 -6.75
H 0.10 -0.44 -2.31
H -0.94 0.29 -4.39
H 2.69 -0.48 -6.49
H 3.79 -1.16 -4.33
*
```



4.
ORCA calculation (wB97M-V/def2-TZVPD) on the molecule C21H25N5O5S at a distorted geometry.

Values from the calculation:
* E: -1863.372694 a.u.
* LUMO energy: 0.11 eV
* structure (SMILES): CCCCOC(=O)c1ccc(NS(=O)(=O)c2cc(-c3nnnn3CC)ccc2OC)cc1
* HOMO energy: -8.8845 eV
* ΔE to the lowest compared entry with this formula, charge and spin: 401.5 kJ/mol
* frontier orbital gap: 8.991 eV

Structure (ORCA input):
```
! wB97M-V def2-TZVPD RIJCOSX def2/J DEFGRID3
* xyz 0 1
C 1.43 -1.29 -7.43
C 0.52 -0.79 -8.55
C -0.94 -0.62 -8.11
C -1.17 0.52 -7.13
O -0.63 0.27 -5.84
C -1.34 -0.54 -5.04
O -2.41 -1.01 -5.34
C -0.67 -0.78 -3.74
C -1.26 -1.67 -2.84
C -0.67 -1.92 -1.62
C 0.52 -1.28 -1.27
N 1.11 -1.54 -0.04
S 1.82 -0.42 0.99
O 2.50 -1.21 1.97
O 2.56 0.54 0.24
C 0.44 0.37 1.82
C 0.34 0.20 3.19
C -0.69 0.81 3.89
C -0.86 0.66 5.32
N -2.02 0.74 5.95
N -1.78 0.56 7.23
N -0.54 0.38 7.44
N 0.09 0.44 6.27
C 1.52 0.33 6.17
C 2.19 0.77 7.47
C -1.63 1.56 3.19
C -1.53 1.73 1.82
C -0.48 1.13 1.11
O -0.29 1.21 -0.22
C -1.19 1.98 -1.00
C 1.12 -0.40 -2.17
C 0.53 -0.16 -3.39
H 1.05 -2.23 -7.03
H 2.43 -1.47 -7.82
H 1.49 -0.57 -6.63
H 0.89 0.16 -8.93
H 0.54 -1.51 -9.38
H -1.30 -1.55 -7.66
H -1.55 -0.42 -8.99
H -2.24 0.70 -7.03
H -0.67 1.43 -7.47
H -2.18 -2.16 -3.13
H -1.13 -2.61 -0.93
H 0.69 -2.28 0.50
H 1.08 -0.44 3.65
H 1.79 -0.71 5.95
H 1.86 0.95 5.33
H 1.94 1.80 7.69
H 1.84 0.15 8.29
H 3.26 0.67 7.38
H -2.44 2.02 3.73
H -2.27 2.32 1.31
H -2.20 1.57 -0.95
H -1.19 3.03 -0.70
H -0.82 1.89 -2.02
H 2.03 0.09 -1.88
H 0.99 0.53 -4.08
*
```



5.
ORCA calculation (wB97M-V/def2-TZVPD) on C21H26BaN2O9P2S2 as an isolated structure at a distorted geometry.

Values from the calculation:
* E: -3107.352740 a.u.
* LUMO energy: 0.10 eV
* HOMO energy: -8.2898 eV
* ΔE to the lowest compared entry with this formula, charge and spin: 423.7 kJ/mol
* frontier orbital gap: 8.386 eV

Structure (ORCA input):
```
! wB97M-V def2-TZVPD RIJCOSX def2/J DEFGRID3
* xyz 0 1
Ba 0.85 -1.45 1.28
O -0.49 -0.67 -0.39
S -1.97 -1.06 -0.35
C -2.76 0.14 0.77
C -2.19 1.56 0.60
C -1.93 2.29 1.93
C -0.72 1.80 2.73
S 0.99 2.10 2.10
O 1.46 0.74 1.59
C 0.74 3.07 0.64
C 1.14 2.52 -0.57
C 1.02 3.30 -1.71
C 0.52 4.59 -1.64
C 0.16 5.13 -0.41
C 0.28 4.37 0.74
C -2.68 -0.33 -1.81
C -3.97 -0.68 -2.18
C -4.54 -0.06 -3.28
C -3.83 0.91 -3.98
C -2.53 1.24 -3.60
C -1.94 0.60 -2.51
H -2.58 -0.26 1.76
H -3.83 0.07 0.55
H -2.87 2.16 -0.01
H -1.25 1.51 0.05
H -2.79 2.17 2.59
H -1.84 3.35 1.73
H -0.74 0.71 2.85
H -0.70 2.25 3.72
H 1.53 1.52 -0.60
H 1.33 2.88 -2.67
H 0.43 5.19 -2.54
H -0.20 6.15 -0.35
H 0.02 4.80 1.71
H -4.52 -1.43 -1.62
H -5.55 -0.33 -3.59
H -4.29 1.42 -4.82
H -1.98 1.99 -4.15
H -0.92 0.82 -2.22
O 1.86 -4.39 4.00
P 1.94 -3.52 2.68
O 2.80 -4.08 1.64
O 2.07 -2.06 3.02
O 0.33 -3.65 2.06
P -0.82 -2.95 2.99
O -2.10 -3.83 2.63
O -0.50 -3.06 4.43
O -1.09 -1.59 2.38
H 1.15 -4.04 4.57
H -2.27 -4.43 3.36
N 1.85 -1.75 -2.39
C 3.00 -1.96 -1.64
C 4.13 -2.54 -2.20
C 5.27 -2.62 -1.44
C 5.27 -2.15 -0.13
C 4.10 -1.62 0.36
N 2.98 -1.51 -0.39
H 1.72 -2.34 -3.20
H 1.00 -1.52 -1.89
H 4.10 -2.91 -3.22
H 6.17 -3.06 -1.86
H 6.14 -2.22 0.50
H 4.03 -1.27 1.39
*
```



6.
ORCA calculation (wB97M-V/def2-TZVPD) on C21H26BrI2NO8PY as an isolated structure.

Values from the calculation:
* E: -5022.028910 a.u.
* LUMO energy: -1.46 eV
* HOMO energy: -9.1039 eV
* ΔE to the lowest compared entry with this formula, charge and spin: 27.5 kJ/mol
* frontier orbital gap: 7.647 eV

Structure (ORCA input):
```
! wB97M-V def2-TZVPD RIJCOSX def2/J DEFGRID3
* xyz 0 1
Y 1.09 0.69 -0.87
O 4.48 2.04 1.20
C 3.54 2.08 0.43
O 3.27 1.28 -0.55
C 2.52 3.20 0.58
C 2.93 4.48 0.92
C 1.97 5.48 0.96
C 0.65 5.16 0.69
C 0.33 3.86 0.36
N 1.25 2.89 0.28
H 3.97 4.65 1.14
H 2.25 6.50 1.21
H -0.13 5.91 0.72
H -0.69 3.57 0.14
C -0.53 -3.58 -0.35
C -1.30 -3.31 0.93
C -2.72 -2.86 0.64
C -1.28 -4.52 1.85
O -0.65 -2.26 1.72
P 0.00 -0.96 1.12
O 1.34 -1.19 0.44
O -0.86 -0.18 0.15
O 0.20 -0.01 2.37
C 0.95 -0.27 3.60
C 2.11 -1.22 3.37
C -0.04 -0.82 4.62
C 1.46 1.11 4.02
H -0.99 -4.42 -0.87
H 0.51 -3.82 -0.14
H -0.56 -2.72 -1.02
H -3.26 -3.64 0.09
H -2.71 -1.95 0.04
H -3.25 -2.65 1.57
H -1.79 -5.36 1.37
H -1.79 -4.29 2.78
H -0.25 -4.81 2.06
H 1.76 -2.21 3.07
H 2.66 -1.33 4.31
H 2.79 -0.84 2.61
H -0.44 -1.78 4.27
H -0.87 -0.12 4.76
H 0.46 -0.97 5.57
H 2.19 1.48 3.30
H 1.94 1.05 4.99
H 0.63 1.81 4.08
I 2.67 2.68 -3.04
I 1.19 3.43 -5.14
Br 0.80 -0.57 -5.97
C -1.00 -0.38 -5.42
C -1.99 -0.70 -6.34
C -3.32 -0.55 -6.01
C -3.68 -0.05 -4.77
C -2.70 0.30 -3.86
C -1.35 0.12 -4.16
C -0.37 0.48 -3.10
O -0.61 1.47 -2.35
O 0.66 -0.24 -2.91
H -1.70 -1.08 -7.31
H -4.08 -0.82 -6.73
H -4.73 0.08 -4.51
H -2.95 0.70 -2.89
*
```



7.
ORCA calculation (wB97M-V/def2-TZVPD) on C21H26Cl3IrN7O5P2S4 as an isolated structure.

Values from the calculation:
* E: -5335.895580 a.u.
* LUMO energy (spin up / spin down): -0.09 / -2.31 eV
* HOMO energy (spin up / spin down): -7.9099 / -8.0575 eV
* ΔE to the lowest compared entry with this formula, charge and spin: 13.5 kJ/mol
* frontier orbital gap (spin up / spin down): 7.823 / 5.747 eV

Structure (ORCA input):
```
! wB97M-V def2-TZVPD RIJCOSX def2/J DEFGRID3
* xyz 0 2
Ir -1.09 0.76 0.85
C 3.16 -0.42 -1.68
N 2.62 -0.21 -0.34
C 3.22 0.90 0.39
P 1.52 -1.17 0.38
O 0.59 -0.52 1.35
O 0.78 -1.79 -0.92
P -0.79 -1.79 -1.28
O -1.52 -0.65 -0.65
N -1.32 -3.24 -0.79
C -2.69 -3.37 -0.30
C -0.45 -4.36 -0.46
N -0.87 -1.67 -2.90
C -0.48 -2.80 -3.73
C -0.68 -0.36 -3.53
N 2.15 -2.50 1.12
C 3.18 -3.25 0.40
C 2.33 -2.50 2.57
H 4.24 -0.57 -1.64
H 2.95 0.46 -2.30
H 2.71 -1.29 -2.16
H 4.22 0.66 0.75
H 2.59 1.18 1.23
H 3.29 1.76 -0.28
H -3.28 -2.49 -0.58
H -2.70 -3.45 0.79
H -3.16 -4.25 -0.73
H 0.52 -4.25 -0.94
H -0.90 -5.29 -0.81
H -0.30 -4.43 0.62
H -0.77 -3.74 -3.27
H 0.60 -2.81 -3.92
H -0.98 -2.72 -4.70
H -1.03 0.43 -2.86
H -1.27 -0.32 -4.45
H 0.37 -0.18 -3.79
H 2.95 -3.29 -0.66
H 3.21 -4.27 0.78
H 4.17 -2.80 0.52
H 1.54 -1.90 3.04
H 3.30 -2.09 2.86
H 2.26 -3.52 2.94
O -7.76 -0.06 0.80
C -6.59 0.15 0.87
S -5.50 -0.77 1.95
C -4.03 0.02 1.46
C -4.13 0.99 0.48
S -2.81 1.90 -0.03
S -5.72 1.32 -0.16
S -2.57 -0.37 2.24
Cl -0.03 7.56 3.55
C -0.21 5.85 3.28
C -1.47 5.32 3.09
C -1.60 3.96 2.86
Cl -3.20 3.29 2.88
C -0.50 3.09 2.74
O -0.58 1.80 2.50
C 0.74 3.68 3.06
Cl 2.13 2.66 3.25
C 0.90 5.03 3.30
H -2.35 5.94 3.15
H 1.88 5.44 3.51
N 0.17 1.66 -0.49
C 0.64 2.33 -1.31
C 1.26 3.12 -2.25
C 2.30 3.99 -1.84
N 3.18 4.66 -1.49
C 0.96 2.89 -3.62
N 0.71 2.70 -4.73
*
```



8.
ORCA calculation (wB97M-V/def2-TZVPD) on C21H26Cl3MoN3O2SSe as an isolated structure.

Values from the calculation:
* E: -5378.432179 a.u.
* LUMO energy (spin up / spin down): -7.50 / -6.90 eV
* HOMO energy (spin up / spin down): -13.7784 / -14.1926 eV
* frontier orbital gap (spin up / spin down): 6.278 / 7.297 eV

Structure (ORCA input):
```
! wB97M-V def2-TZVPD RIJCOSX def2/J DEFGRID3
* xyz 2 3
Mo 0.65 0.85 0.79
C -2.21 4.55 2.21
N -2.31 4.09 0.83
C -3.56 4.27 0.07
C -3.20 3.74 -1.33
N -1.83 3.25 -1.13
C -1.39 3.51 0.10
S 0.25 3.21 0.60
H -2.46 5.61 2.26
H -1.20 4.40 2.57
H -2.91 4.00 2.84
H -3.84 5.32 0.06
H -4.36 3.70 0.54
H -3.21 4.52 -2.09
H -3.85 2.93 -1.65
H -1.23 2.89 -1.85
Cl 0.82 -1.13 5.13
C 0.99 0.46 4.42
Cl 1.86 1.54 5.46
Cl -0.64 1.14 4.02
C 1.63 0.36 3.02
O 2.43 1.17 2.60
O 1.04 -0.51 2.21
C 0.57 -3.18 0.30
N 0.17 -3.14 -1.14
C 1.18 -3.84 -1.99
C -0.06 -1.73 -1.63
C -1.22 -1.09 -0.93
C -2.49 -1.60 -1.19
C -3.61 -1.12 -0.52
C -3.46 -0.11 0.42
C -2.20 0.44 0.63
C -1.06 -0.03 -0.03
H 0.64 -4.22 0.61
H -0.18 -2.66 0.89
H 1.53 -2.69 0.40
H -0.72 -3.64 -1.22
H 2.11 -3.28 -1.94
H 0.82 -3.86 -3.02
H 1.32 -4.85 -1.62
H -0.24 -1.82 -2.71
H 0.87 -1.20 -1.48
H -2.62 -2.38 -1.93
H -4.59 -1.53 -0.73
H -4.32 0.27 0.96
H -2.12 1.24 1.36
Se 2.26 1.20 -0.96
C 3.23 -0.45 -1.12
C 3.55 -0.90 -2.39
C 4.35 -2.02 -2.54
C 4.84 -2.68 -1.42
C 4.52 -2.22 -0.15
C 3.72 -1.10 0.01
H 3.19 -0.37 -3.27
H 4.62 -2.36 -3.53
H 5.49 -3.54 -1.54
H 4.93 -2.72 0.73
H 3.52 -0.71 1.00
*
```